Here is a cluster of 2 separate species, C2H2OS2 in total from OMol25. Energies are from ωB97M-V/def2-TZVPD.

CARTESIAN COORDINATES (ANGSTROEM)
1 C 1.35864 0.93362 -0.71046
2 C 2.26139 0.37915 0.06286
3 O 0.41558 1.40528 -1.31992
4 S 3.37315 -0.70867 0.28731
5 S -0.35566 -0.93301 1.16515
6 H -0.17160 -0.59960 -0.08586
7 H -0.18922 0.10699 1.99158

## Properties
multiplicity = 1
frontier orbital gap (spin up / spin down) = 6.437 / 6.613 eV
SMILES = O=C=C=S.S

***

Here is a structure of composition C2H2OS3 from OMol25. Energies are from ωB97M-V/def2-TZVPD.

CARTESIAN COORDINATES (ANGSTROEM)
1 C -0.66544 -0.72286 0.02528
2 C -0.65259 0.59985 0.09414
3 O -1.61744 2.93686 -0.41684
4 S -2.05838 -1.77066 -0.13493
5 S -3.68680 -0.57008 0.03694
6 S -2.05302 1.71584 0.21758
7 H 0.35956 -1.16670 0.03367
8 H 0.22582 1.07522 -0.06558

## Properties
multiplicity = 1
frontier orbital gap (spin up / spin down) = 7.189 / 6.382 eV

***

Short version: energy above the lowest of the compared OMol25 structures with the same formula, charge and spin = 2.908; 1.815 eV, in the order given.